Below is one molecule with the formula C18H21ClN2O6S2, with properties calculated with ωB97M-V/def2-TZVPD.

Output
Electronic energy ... -68464.9696 eV
HOMO ... -9.2 eV
Largest force on an atom ... 1.2 eV/Å
SMILES ... CCN(CC)S(=O)(=O)c1cc(NS(=O)(=O)c2ccc(Cl)c(C(=O)O)c2)ccc1C
Gap between HOMO and LUMO ... 8.816 eV

The geometry in ORCA input format:
```
! RIJCOSX wB97M-V def2-TZVPD def2/J DEFGRID3
* xyz 0 1
O -3.76895 1.04426 1.17793
C -1.27342 1.46236 0.36423
C -0.11896 1.69833 1.08217
H 3.70418 0.04048 1.93039
H -3.59770 1.86006 -0.97441
C -0.46453 2.80528 -1.41833
C -1.48334 2.01330 -0.89322
C 3.35801 0.82758 -0.01440
H -0.02543 1.25333 2.06103
H 2.59447 -0.96033 -2.76757
H 1.47840 3.67320 -1.13081
H -3.86443 -2.06928 -1.06770
H -3.65803 -3.10026 1.22636
Cl 2.63801 -3.36921 -1.36941
H -4.59698 -0.63074 -0.32112
H -2.75546 0.75159 -2.04299
H -0.72806 -1.35738 0.71013
O 3.27944 -2.11289 2.78572
C 0.87966 2.50851 0.55238
H -0.37142 -0.55869 -1.60159
C 2.83175 -0.73243 -1.74083
O 4.49064 2.57235 1.62415
C 3.33332 -2.59486 1.53884
H 0.08479 -2.26465 -1.50372
C 3.04774 0.57161 -1.33774
C -4.33565 -2.26915 1.04388
H -2.84991 2.46814 -2.46867
H -0.59456 3.24787 -2.39481
N 2.04344 2.77947 1.27377
O -1.93451 -0.08254 2.36698
N -2.59184 -0.83530 -0.00271
H -4.34366 -1.62921 1.92256
C 3.22716 -1.51080 0.52195
H 3.35892 -2.83777 3.42628
S -2.49385 0.39083 1.12882
C -2.74802 1.76531 -1.64574
H -1.45738 -1.80550 -2.22751
C -3.89419 -1.45086 -0.16603
H -5.33511 -2.66423 0.88133
C -0.74520 -1.56716 -1.44142
C -1.41717 -1.67872 -0.07490
C 0.70047 3.05243 -0.71694
C 2.92240 -1.77296 -0.82001
H -1.68547 -2.72103 0.12035
H 2.99530 1.39497 -2.03171
C 3.44427 -0.18913 0.90930
S 3.54081 2.51800 0.55963
O 3.69011 3.38177 -0.56684
O 3.45624 -3.76676 1.30515
H 2.03372 2.45084 2.22780
*
```

Atom charges from the natural (NBO) analysis, given in e for atoms 1 to 8:
1 O -0.941
2 C -0.343
3 C -0.170
4 H 0.259
5 H 0.251
6 C -0.191
7 C 0.017
8 C -0.367

---

Below is C18H21F6N6O5OsS2 as an isolated structure, with properties calculated with ωB97M-V/def2-TZVPD.

Output
Electronic energy ... -78623.1786 eV
⟨S²⟩ ... 0.76
HOMO (alpha / beta) ... -6.9 / -6.9 eV
Largest force on an atom ... 1.2 eV/Å
ΔE to the lowest compared entry with this formula, charge and spin ... 126.9 kJ/mol
Gap between HOMO and LUMO (alpha / beta) ... 5.862 / 5.862 eV

The geometry in ORCA input format:
```
! RIJCOSX wB97M-V def2-TZVPD def2/J DEFGRID3
* xyz 0 2
H -3.22743 -5.00641 0.02574
H -1.70995 -4.75423 -0.70735
C -1.41492 -2.27672 0.07946
C -0.61948 3.44855 1.40923
C 1.98562 1.18577 0.75440
C 3.11652 -1.81038 0.53368
H 6.29008 -1.53483 -0.56169
C -0.64450 2.29056 2.36095
H 4.97398 -2.37087 1.39327
H 0.15670 3.33592 0.64668
C -0.43233 0.20631 3.13727
N -1.26974 2.39454 -2.95545
N -1.50075 -0.99948 0.42068
H 0.54344 -1.47419 4.02790
H 2.46411 -2.12365 1.33503
N 2.50250 -1.25940 -0.51833
H 2.60284 1.42829 -0.12150
H 2.54254 -0.34593 -2.34257
H -1.56668 3.59406 0.88706
F -3.92373 -0.10257 -1.77464
N -0.36993 0.98212 1.99203
H -0.40136 4.36061 1.96443
C -2.46654 -3.16405 0.34059
S -2.27551 1.91805 -1.85984
H 2.52240 0.46144 1.37421
N -2.36110 -4.49470 0.01189
N -3.58087 -2.76521 0.93724
O 1.16229 -1.18280 -0.53430
F 1.73413 0.99198 -4.79700
H 5.06621 -0.50028 -2.48181
C 4.54176 -0.88633 -1.62030
H 0.45449 -1.54182 2.26938
C -0.92441 2.32292 3.70338
F -0.34355 0.38588 -4.88914
C 3.16639 -0.79017 -1.57996
F -1.95243 -0.60449 -2.52975
C 0.46996 1.41406 -4.66869
C -2.91218 0.32394 -2.52701
C -2.62357 -0.58496 1.03193
C -0.09145 -1.25229 3.16804
H -1.18241 3.20892 4.26379
C -3.64196 -1.48216 1.27999
C 4.48969 -1.92608 0.53661
O -3.41582 2.76131 -1.79078
H -4.54619 -1.14695 1.77258
H -0.90359 0.66806 5.21892
C -0.78585 1.00007 4.19807
F -3.33823 0.50086 -3.77120
H -0.97372 -1.89640 3.23848
Os 0.13397 0.45352 0.14136
O 1.09336 3.22938 -2.89851
F 0.23745 2.36123 -5.56483
C 5.21147 -1.45902 -0.55148
O -1.64753 1.57020 -0.58559
O 0.62557 0.92742 -2.13772
H 1.87425 2.08796 1.35510
S 0.26718 2.07205 -2.96827
H -2.67352 0.44611 1.34152
H -0.50768 -2.59570 -0.41318
*
```

Atom charges from the natural (NBO) analysis, given in e for atoms 1 to 8:
1 H 0.402
2 H 0.387
3 C -0.038
4 C -0.641
5 C -0.954
6 C 0.054
7 H 0.236
8 C 0.091

---

Below is one molecule with the formula C18H21FN2O2, with properties calculated with ωB97M-V/def2-TZVPD.

Output
Electronic energy ... -28797.4776 eV
HOMO ... -8.2 eV
Largest force on an atom ... 5.0 eV/Å
SMILES ... CN(C)C(=O)/C=C1/C(=O)N(CC2CCCC2)c2c(F)cccc21
ΔE to the lowest compared entry with this formula, charge and spin ... 303.8 kJ/mol
Gap between HOMO and LUMO ... 7.542 eV

The geometry in ORCA input format:
```
! RIJCOSX wB97M-V def2-TZVPD def2/J DEFGRID3
* xyz 0 1
H -1.32888 -3.89388 1.80230
H -4.38665 1.21208 -1.70621
H 0.33653 -4.88617 4.59272
C -3.60270 3.26961 -2.10925
N 0.56528 1.26603 -0.53681
H 1.79628 -0.13665 3.52145
F 1.61538 4.07594 0.36970
H 0.63405 -3.30858 5.18172
C -1.43923 2.62755 -1.10922
C -2.39998 1.47415 -0.95631
H -4.26446 2.36181 -0.29047
H 0.16115 -2.66313 0.33104
H 1.88581 -4.07355 4.26419
C 0.76077 -0.64925 0.85168
C 1.15639 1.64390 0.71599
C 0.82472 -3.95315 4.41884
O 0.37706 -0.76684 -1.53172
C -3.83258 2.07377 -1.27144
H 0.56817 3.03788 -1.52849
C 1.06715 -2.57353 2.34522
H -1.91840 4.42562 -2.19518
C 0.63452 -1.99882 1.11871
C -0.01724 2.14664 -1.45109
H -1.42239 3.11675 -0.11794
H -2.36834 1.17815 0.10653
N 0.22410 -3.41675 3.13496
C 0.36024 -0.10658 -0.49961
H -4.08654 4.20170 -1.78499
C 1.30182 0.49943 1.60652
H 3.09747 2.02627 4.07254
H -2.12818 0.64447 -1.55098
H -1.82403 -2.90280 3.13763
H -1.53806 -4.51642 3.41132
C 1.73885 2.91791 1.06954
C -1.15582 -3.69809 2.85608
O 2.28288 -2.49881 2.60975
C 1.82004 0.74037 2.87869
H -1.88091 3.07794 -3.25878
C 2.49827 3.01741 2.25368
H -3.96412 2.97340 -3.10504
C -2.11722 3.42106 -2.21547
H 3.00170 3.97174 2.36155
H -0.03768 1.63502 -2.43055
C 2.46678 1.87051 3.18251
*
```

Atom charges from the natural (NBO) analysis, given in e for atoms 1 to 8:
1 H 0.205
2 H 0.213
3 H 0.193
4 C -0.419
5 N -0.430
6 H 0.233
7 F -0.327
8 H 0.190

---

Below is C18H21InP2 as an isolated structure, with properties calculated with ωB97M-V/def2-TZVPD.

Output
Electronic energy ... -42750.2147 eV
HOMO ... -4.1 eV
Largest force on an atom ... 5.7 eV/Å
ΔE to the lowest compared entry with this formula, charge and spin ... 204.1 kJ/mol
Gap between HOMO and LUMO ... 4.466 eV

The geometry in ORCA input format:
```
! RIJCOSX wB97M-V def2-TZVPD def2/J DEFGRID3
* xyz 0 1
C -3.91416 1.18557 0.35560
H 2.33018 3.81213 1.21070
H 4.47006 2.68149 1.82047
C 1.20807 1.97988 1.14870
C 0.03962 -1.82170 -3.45298
H 1.60614 1.12574 -2.77959
C -0.27457 -2.01567 1.85112
H -0.17120 -1.85199 2.94605
H -1.05317 1.23078 3.00536
C 2.37486 2.72761 1.32500
C 3.61292 0.71156 1.82316
C -1.73183 0.46968 1.09726
H -1.88814 -0.97935 -4.18143
C -1.86088 1.23286 2.26466
H 4.54036 0.21114 2.10414
In -0.31010 -0.55261 -1.53032
C -3.03020 1.96975 2.47346
H -0.24675 -2.88358 -3.30046
H 2.24021 -1.64213 -3.27929
P 1.15949 -3.24484 -1.33990
C -0.95188 -0.78792 -3.69218
C 1.22830 0.57825 1.35465
H 0.51954 -2.70255 1.49187
H -4.71181 1.16875 -0.38308
P -0.19137 -0.44363 0.93882
C -0.41535 0.49541 -3.36337
H 0.50687 -3.98830 -0.33652
H -1.25488 -2.50097 1.66120
H -0.95911 1.42506 -3.47695
H -3.13566 2.53442 3.39975
C 0.95659 0.29303 -3.03430
H -2.71777 -0.25252 -0.72515
H 0.27010 2.46740 0.85768
C -4.03862 1.96756 1.50614
H 2.51962 -3.13709 -0.96588
H 1.22612 -4.16638 -2.43053
C 1.24896 -1.17175 -3.22365
H -4.93046 2.57021 1.64786
C -2.78092 0.40691 0.15212
H 2.47816 -1.14598 1.74334
C 2.45910 -0.05450 1.65072
C 3.57355 2.09827 1.66575
*
```

Atom charges from the Mulliken analysis, given in e for atoms 1 to 8:
1 C -0.752
2 H 0.370
3 H 0.379
4 C -0.365
5 C -0.700
6 H 0.518
7 C -1.101
8 H 0.377

---

Question: The highest largest force on an atom belongs to which entry?
Answer: C18H21InP2

---

Question: Look up the largest force on an atom of the fourth one.
Answer: 5.7 eV/Å